C24H27F12O13Zr | ωB97M-V/def2-TZVPD

The value obtained for the frontier orbital gap is 5.6 eV. As for the charge: +1. For the LUMO energy, the calculation gives -0.1939 hartree. The calculation puts the HOMO energy at -0.3990 hartree. The total energy comes out at -85828.328 eV. The spin multiplicity is 1.

Atoms and positions in Å:
Zr  -2.2723  0.7606  0.2156
C  -2.7884  -0.1918  -3.8242
C  -2.4214  -0.3827  -2.5574
C  -3.1492  -1.4346  -1.7107
O  -3.0347  -1.1827  -0.4283
C  -3.8764  -2.3613  -2.3411
C  -4.1974  -2.3041  -3.7454
C  -3.6387  -1.1416  -4.5251
O  -4.0904  -0.8323  -5.5888
O  -4.9130  -3.1087  -4.2676
O  -1.7887  0.5201  -1.8004
H  -2.5441  0.7510  -4.2946
H  -4.3150  -3.1375  -1.7269
C  1.3529  -1.1851  1.8097
C  0.2867  -1.2814  0.7268
O  -0.8084  -0.4647  0.9521
H  1.8305  -0.2121  1.8306
H  2.1309  -1.9328  1.6578
H  0.8721  -1.3834  2.7697
H  -0.0019  -2.3458  0.7109
H  0.7216  -1.1336  -0.2714
C  5.2160  5.0610  2.3054
C  3.9911  4.9176  3.1848
O  3.6582  3.5255  3.2873
C  2.8160  3.1857  4.2520
O  2.1794  3.9205  4.9350
C  2.6344  1.6581  4.3482
F  3.3419  1.1485  5.3618
F  1.3523  1.3690  4.5705
F  2.9948  1.0287  3.2237
H  5.5167  6.1127  2.2436
H  4.9673  4.9004  1.2533
H  6.0706  4.4993  2.6706
H  3.1665  5.4325  2.6890
H  4.1744  5.3682  4.1571
C  3.3965  -3.9787  -2.2446
C  2.1918  -3.0788  -2.2583
O  1.9001  -2.5972  -3.5668
C  0.6290  -2.4319  -3.9127
O  -0.3301  -2.5913  -3.2332
C  0.5155  -1.8797  -5.3531
F  -0.5060  -2.4623  -5.9703
F  0.2725  -0.5522  -5.2776
F  1.6159  -2.0693  -6.0724
H  3.4360  -4.4475  -1.2629
H  4.3341  -3.4543  -2.4265
H  3.3087  -4.7335  -3.0254
H  2.2836  -2.2222  -1.5781
H  1.3503  -3.5850  -1.7758
C  0.3173  2.5106  -3.7010
C  1.1023  1.8237  -2.6017
O  1.3304  2.7510  -1.5195
C  0.6663  2.6691  -0.4438
O  -0.3091  1.9586  -0.2656
C  1.1721  3.6419  0.6401
F  2.3933  4.0914  0.3827
F  0.3276  4.6612  0.7338
F  1.1621  2.9842  1.7981
H  0.8706  3.2703  -4.2521
H  -0.4917  3.1117  -3.2594
H  -0.1962  1.8248  -4.3695
H  2.0548  1.5019  -3.0173
H  0.5783  0.9294  -2.2705
C  -2.1475  -2.9231  4.7683
C  -2.6184  -1.5891  4.2127
O  -3.9257  -1.7765  3.5883
C  -4.2265  -1.0958  2.5424
O  -3.4768  -0.3684  1.9232
C  -5.6418  -1.4530  2.0252
F  -5.7631  -1.1034  0.7570
F  -5.8356  -2.7654  2.1183
F  -6.5513  -0.8071  2.7530
H  -1.4617  -2.6933  5.5874
H  -1.5770  -3.5425  4.0796
H  -2.9675  -3.5047  5.1862
H  -1.9120  -1.2748  3.4484
H  -2.7061  -0.8923  5.0397

These are the Mulliken partial charges, in e, on atoms 1 to 4: 1.72, -0.48, 0.78, 0.39

C24H27F12O13Zr | ωB97M-V/def2-TZVPD

The value obtained for the frontier orbital gap is 2.9 eV. As for the charge: +1. For the LUMO energy, the calculation gives -0.2657 hartree. The calculation puts the HOMO energy at -0.3722 hartree. The total energy comes out at -85807.866 eV. The spin multiplicity is 1.

Atoms and positions in Å:
Zr  -8.4022  -0.2449  15.0378
C  -2.5034  -2.4280  14.8536
C  -3.6997  -2.0519  15.5658
C  -4.4779  -3.1987  16.4756
O  -5.6333  -2.8465  16.5617
C  -3.7316  -4.4261  16.6842
C  -2.5781  -4.6801  16.0151
C  -1.9948  -3.6743  15.0208
O  -1.0880  -3.9518  14.1268
O  -1.9485  -5.7808  16.4375
O  -4.3989  -1.0154  15.3917
H  -2.1266  -1.7068  14.1436
H  -4.1310  -5.1094  17.4190
C  -6.4519  0.4293  20.6848
C  -7.5904  1.3786  20.2551
O  -8.2401  1.1696  19.0163
H  -5.9656  0.9004  21.5389
H  -5.6851  0.3859  19.9114
H  -6.7612  -0.5848  20.9380
H  -7.3719  2.4465  20.2499
H  -8.4384  1.4071  20.9393
C  -2.5530  6.8740  21.8211
C  -1.1391  6.4765  22.3106
O  -0.3468  6.1566  21.2243
C  -0.4283  4.8849  20.6850
O  -0.9433  3.9290  21.2854
C  0.3444  4.6620  19.3220
F  0.8615  5.8206  18.9372
F  1.3450  3.7693  19.4542
F  -0.5396  4.1379  18.3809
H  -3.2592  7.0787  22.6258
H  -2.9470  6.0212  21.2685
H  -2.3459  7.7821  21.2549
H  -1.1018  5.6043  22.9632
H  -0.6211  7.3461  22.7150
C  -10.2249  8.2491  15.3540
C  -9.6716  6.9093  14.8699
O  -8.2838  7.0052  14.9457
C  -7.4037  6.0429  14.7625
O  -7.8396  4.8257  14.6661
C  -5.9611  6.4910  14.8716
F  -5.4395  6.2236  16.0854
F  -5.3456  5.7927  13.9330
F  -5.8346  7.8287  14.7059
H  -9.9698  9.0572  14.6685
H  -9.8352  8.5212  16.3349
H  -11.3030  8.2190  15.5116
H  -10.0355  6.6946  13.8651
H  -9.9566  6.1060  15.5493
C  -13.7548  -7.0829  25.1831
C  -13.3076  -5.9556  24.2021
O  -12.7315  -4.8350  24.9130
C  -11.9256  -3.9625  24.3109
O  -11.4711  -4.1623  23.1781
C  -11.5896  -2.6498  25.1680
F  -12.1564  -2.7266  26.3496
F  -10.2422  -2.4406  25.2605
F  -12.1307  -1.6045  24.5228
H  -12.9362  -7.2977  25.8701
H  -14.0990  -8.0429  24.7984
H  -14.6141  -6.6936  25.7291
H  -14.2323  -5.6907  23.6895
H  -12.6509  -6.4085  23.4593
C  3.4955  -6.0822  25.4126
C  2.0299  -6.3949  24.9028
O  1.5550  -5.1736  24.3080
C  0.7034  -5.1041  23.2750
O  0.3814  -6.0023  22.4973
C  0.0478  -3.6896  23.0904
F  -1.2531  -3.7908  23.3524
F  0.5228  -2.7797  23.9510
F  0.2296  -3.2823  21.8228
H  3.5324  -5.1041  25.8922
H  4.2762  -6.1006  24.6521
H  3.6996  -6.8246  26.1840
H  1.4268  -6.5068  25.8038
H  1.8973  -7.2791  24.2793

These are the Mulliken partial charges, in e, on atoms 1 to 4: 1.12, -0.25, 0.40, 0.40